Below is a single C4H8N2S2 molecule, with properties calculated with ωB97M-V/def2-TZVPD.

Values from the calculation:
ΔE to the lowest compared entry with this formula, charge and spin, kcal per mole: 83.27
Structure (SMILES): C=C/C(=N/SC)NS
Spin multiplicity: 1
E_HOMO, eV: -7.91
LUMO energy, eV: 0.28

Positions of all 16 atoms, in Å:
C  2.09  2.24  0.27
C  0.98  1.63  -0.18
C  0.25  0.39  0.06
N  -1.09  0.66  -0.12
S  -2.08  -0.74  0.10
C  -3.50  0.34  -0.10
N  0.76  -0.98  0.37
S  2.47  -1.22  -0.28
H  2.77  1.73  0.98
H  2.30  3.22  -0.33
H  0.24  2.37  -0.65
H  -3.62  1.11  0.63
H  -3.27  0.95  -1.01
H  -4.39  -0.30  -0.14
H  0.10  -1.86  0.22
H  3.11  -1.21  1.09